Entry 1:
{"formula": "C4H6N2O", "method": "ωB97M-V/def2-TZVPD", "total_energy_ev": -9268.70130, "de_lowest_kcal_mol": 110.70, "orbital_gap_ha": 0.295, "smiles": "OC1=C2N[C@@H]2CN1", "elements": ["C", "N", "H", "H", "H", "N", "C", "O", "H", "H", "C", "C", "H"], "coordinates": [[-0.0562, -0.3459, -1.2914], [0.4266, -1.3147, 0.7103], [-1.6103, -1.6305, -0.1843], [0.3790, -2.1182, 1.3179], [-0.5621, -0.3024, -2.2675], [0.2145, 1.0239, -0.8017], [-0.7479, -0.9728, -0.0819], [0.4889, 2.1018, 1.1790], [0.6659, 1.7467, -1.3481], [0.8656, -0.9470, -0.9886], [-0.4537, -0.1520, 1.1460], [0.1272, 1.0311, 0.5084], [0.2624, 1.8800, 2.1018]], "atomic_forces_ev_per_a": [[0.3, -0.3, 0.3], [-0.1, -0.1, 0.8], [0.2, 0.1, 0.1], [-0.6, 0.1, 0.4], [0.5, -0.4, 0.4], [0.1, 0.1, 0.3], [0.1, -0.4, 0.1], [-0.1, -0.3, 0.1], [-0.1, -0.1, 0.2], [-0.3, 0.9, -2.7], [-0.1, 0.2, 0.1], [0.0, 0.0, 0.0], [0.0, 0.1, 0.0]]}

=====

Entry 2:
{"formula": "C4H6N2O", "method": "ωB97M-V/def2-TZVPD", "total_energy_ev": -9267.71282, "de_lowest_kcal_mol": 133.50, "orbital_gap_ha": [0.317, 0.317], "smiles": "C[C@@]1(N=O)C=C1N", "elements": ["H", "H", "O", "H", "H", "N", "C", "N", "C", "C", "H", "H", "C"], "coordinates": [[2.5140, -0.6776, 1.4784], [2.3861, -1.0815, -0.2227], [0.9153, -0.6275, -1.9060], [0.0961, 2.3127, 0.1913], [-2.3837, -0.9731, -0.2539], [-0.2605, -0.5859, -1.5208], [-1.9114, -0.1094, 0.2229], [2.1608, -0.4676, 0.5562], [0.2820, 1.2485, 0.0969], [-0.5439, 0.1198, -0.3683], [-2.5595, 0.7643, 0.0650], [-1.8659, -0.2890, 1.3027], [1.1707, 0.3664, 0.3585]], "atomic_forces_ev_per_a": [[-0.2, 0.0, -0.1], [0.0, 0.1, 0.1], [-0.1, 0.0, 0.0], [0.0, -0.1, -0.1], [0.1, 0.1, 0.1], [0.1, 0.2, 0.3], [0.0, 0.0, 0.0], [-0.2, 0.1, 0.0], [0.4, -0.2, 0.1], [-0.3, -0.2, -0.2], [0.1, -0.1, 0.1], [0.0, 0.0, -0.1], [0.0, 0.2, 0.0]]}

=====

Entry 3:
{"formula": "C4H6N2O", "method": "ωB97M-V/def2-TZVPD", "total_energy_ev": -9270.40564, "de_lowest_kcal_mol": 71.40, "orbital_gap_ha": 0.317, "smiles": "Nn1cccc1O", "elements": ["H", "C", "N", "N", "H", "C", "C", "C", "O", "H", "H", "H", "H"], "coordinates": [[2.8529, 0.2146, 0.1326], [-0.3359, 0.7152, -0.0552], [-1.3977, -1.4270, 0.0789], [-0.2710, -0.5972, -0.1930], [-1.3572, 2.2282, 0.0221], [0.9339, 1.1228, -0.0953], [0.9844, -1.0855, -0.1045], [1.7895, -0.0360, 0.1237], [-1.5914, 1.2358, -0.0428], [-1.8069, -1.0419, 0.9626], [0.9216, -2.1715, -0.2750], [-1.9818, -1.2493, -0.6328], [1.2596, 2.0918, 0.0787]], "atomic_forces_ev_per_a": [[-0.3, -1.2, 0.1], [-0.7, -0.3, -1.2], [2.7, 0.1, 3.6], [-2.5, -2.4, 0.5], [-1.3, -2.0, -0.1], [1.2, 0.3, 2.0], [-0.3, -2.4, 0.1], [0.8, 2.3, -1.7], [1.3, 3.4, 0.3], [0.2, -0.7, -1.1], [1.2, 0.6, 0.6], [-3.1, 0.6, -2.9], [0.6, 1.7, 0.0]]}

=====

Entry 4:
{"formula": "C4H6N2O", "method": "ωB97M-V/def2-TZVPD", "total_energy_ev": -9272.58975, "de_lowest_kcal_mol": 21.03, "orbital_gap_ha": 0.304, "smiles": "Nc1ccc(O)[nH]1", "elements": ["N", "H", "H", "H", "H", "C", "N", "H", "C", "C", "C", "H", "O"], "coordinates": [[0.3150, -1.0476, 2.0194], [1.3641, -1.7677, -0.6712], [0.8486, -0.4129, 2.6055], [-1.2406, 0.9535, 1.1736], [0.7966, -1.9379, 2.0129], [0.1821, -0.5487, 0.7068], [-0.6167, 0.5503, 0.4956], [-0.7887, 2.5596, -1.6513], [0.1456, -0.0626, -1.5024], [-0.6384, 0.8418, -0.8470], [0.6824, -0.9437, -0.5061], [0.3348, -0.0886, -2.5665], [-1.3848, 1.9043, -1.2693]], "atomic_forces_ev_per_a": [[0.1, 0.0, 0.0], [-0.1, 0.1, 0.0], [-0.1, -0.1, 0.0], [0.1, 0.0, 0.0], [-0.1, 0.0, 0.0], [0.0, 0.1, -0.2], [0.0, -0.1, 0.0], [-0.1, -0.1, 0.0], [-0.1, 0.1, -0.1], [0.2, -0.2, 0.0], [0.0, -0.1, 0.2], [0.0, 0.0, 0.1], [0.1, 0.1, -0.1]]}

=====

Entry 5:
{"formula": "C4H6N2O", "method": "ωB97M-V/def2-TZVPD", "total_energy_ev": -9267.29892, "de_lowest_kcal_mol": 143.04, "orbital_gap_ha": 0.362, "elements": ["H", "H", "N", "H", "H", "N", "O", "C", "C", "C", "H", "H", "C"], "coordinates": [[0.2771, -1.1962, -1.1385], [0.9241, 0.0330, 1.5869], [1.9046, 1.8150, -0.8491], [-1.9446, 1.4892, -0.2542], [2.1675, -0.8743, 0.7243], [-2.6377, 0.5550, -1.0869], [-1.1556, -0.7604, 0.3141], [0.1765, -1.1567, -0.0494], [1.6072, 0.9051, -0.2006], [1.2573, -0.2783, 0.5918], [-1.0918, 1.4031, 0.3487], [0.2560, -2.1679, 0.3515], [-1.7406, 0.2334, -0.3387]], "atomic_forces_ev_per_a": [[-0.1, 0.0, 0.2], [0.1, 0.0, -0.1], [-0.3, -0.9, 0.6], [0.1, 0.2, 0.0], [-0.1, 0.1, -0.1], [0.5, -0.3, 0.3], [-0.1, 0.0, 0.0], [0.2, -0.1, -0.1], [0.2, 0.8, -0.5], [0.0, 0.0, 0.1], [-0.1, -0.1, -0.1], [0.0, 0.1, -0.1], [-0.3, 0.2, -0.2]]}

=====

Entry 6:
{"formula": "C4H6N2O", "method": "ωB97M-V/def2-TZVPD", "total_energy_ev": -9270.17384, "de_lowest_kcal_mol": 76.75, "orbital_gap_ha": 0.319, "elements": ["H", "O", "H", "H", "H", "C", "C", "C", "N", "N", "H", "H", "C"], "coordinates": [[0.6269, -1.6838, -1.1257], [1.6591, 1.9951, -0.1304], [-2.4241, 0.4790, -0.1114], [0.6346, -2.2299, 0.5419], [-1.4424, 0.2145, 1.3125], [0.4028, -1.3610, -0.0852], [-1.4161, 0.1911, 0.1923], [-1.0722, -1.2360, -0.0545], [-0.4778, 1.1720, -0.3392], [1.2101, -0.2133, 0.3397], [-0.7772, 1.9522, -0.9046], [2.2119, -0.3488, 0.4200], [0.8645, 1.0692, -0.0556]], "atomic_forces_ev_per_a": [[-0.2, 0.0, 0.2], [-0.4, -0.6, -0.1], [0.1, -0.2, 0.0], [0.2, 0.0, -0.1], [0.0, -0.2, -0.2], [-0.2, 0.0, 0.1], [-0.1, 0.0, -0.3], [0.4, 0.7, 0.1], [0.3, -0.2, 0.1], [0.0, 0.1, 0.0], [0.0, -0.1, 0.4], [-0.3, 0.1, 0.0], [0.3, 0.3, -0.1]]}

=====

Entry 7:
{"formula": "C4H6N2O", "method": "ωB97M-V/def2-TZVPD", "total_energy_ev": -9271.52798, "de_lowest_kcal_mol": 45.52, "orbital_gap_ha": 0.247, "smiles": "[NH3+]c1cc[nH]c1[O-]", "elements": ["H", "H", "N", "O", "N", "H", "H", "H", "H", "C", "C", "C", "C"], "coordinates": [[-2.2000, 0.4757, -0.9480], [2.8519, 0.6576, 0.0374], [-1.8459, 0.3464, 0.0081], [-0.6768, -2.1122, -0.0906], [1.4238, -0.9650, -0.0541], [2.0431, -1.7477, -0.1881], [-2.2790, 1.0495, 0.6104], [-2.1282, -0.6212, 0.2824], [0.6879, 2.2412, 0.1891], [1.8092, 0.3760, -0.0007], [0.0420, -1.0814, -0.0165], [0.6952, 1.1625, 0.0813], [-0.3980, 0.2455, 0.1072]], "atomic_forces_ev_per_a": [[0.1, 0.1, 0.1], [-0.2, -0.1, 0.0], [-0.2, 0.0, 0.0], [0.0, 0.0, 0.0], [-0.1, 0.0, 0.0], [-0.1, 0.1, 0.1], [0.1, -0.2, 0.0], [0.0, 0.1, -0.1], [0.0, -0.2, -0.1], [0.0, 0.0, 0.0], [0.1, 0.3, 0.1], [0.0, 0.0, 0.0], [0.1, -0.2, -0.1]]}

=====

Entry 8:
{"formula": "C4H6N2O", "method": "ωB97M-V/def2-TZVPD", "total_energy_ev": -9270.54612, "de_lowest_kcal_mol": 68.16, "orbital_gap_ha": 0.321, "elements": ["H", "H", "H", "H", "O", "C", "C", "N", "H", "N", "H", "C", "C"], "coordinates": [[-1.9956, 1.7578, -0.4083], [1.7680, -1.9435, -0.2539], [-0.7100, -1.7310, 0.2899], [0.8415, 0.0970, 1.7202], [0.2958, -0.7073, 1.6959], [-0.4475, 0.4162, -0.2708], [1.7605, 0.0166, -0.9258], [1.2225, -1.1121, -0.4245], [-2.4099, 0.2759, 0.3426], [-1.7404, 0.8088, -0.1885], [0.7464, 2.0264, -1.1206], [0.0025, -0.9040, 0.3291], [0.6663, 0.9993, -0.7853]], "atomic_forces_ev_per_a": [[0.1, -0.1, 0.0], [0.1, 0.2, 0.0], [0.1, 0.1, -0.2], [-0.1, -0.3, 0.2], [-0.2, 0.1, 0.2], [0.1, 0.0, 0.0], [-0.5, -0.1, 0.0], [0.4, 0.1, 0.2], [0.2, 0.1, 0.0], [0.1, 0.1, 0.2], [-0.1, -0.2, -0.1], [-0.2, -0.1, -0.2], [0.0, 0.1, -0.2]]}

=====

Entry 9:
{"formula": "C4H6N2O", "method": "ωB97M-V/def2-TZVPD", "total_energy_ev": -9270.20272, "de_lowest_kcal_mol": 76.08, "orbital_gap_ha": 0.366, "elements": ["H", "C", "C", "H", "O", "H", "N", "H", "C", "C", "N", "H", "H"], "coordinates": [[0.2101, 1.1217, -0.1865], [1.4427, 0.2549, -1.7301], [0.7414, 0.1840, -0.3905], [1.4425, -0.0200, 0.4285], [-0.2070, -0.9046, -0.4813], [1.9347, -0.6959, -1.9530], [-3.1735, -0.2982, 2.9950], [-0.5507, 0.4844, 1.5967], [-2.2873, -0.2910, 2.2495], [-1.2164, -1.1189, 0.3333], [-1.2447, -0.2301, 1.3869], [2.1933, 1.0517, -1.7280], [0.7149, 0.4620, -2.5203]], "atomic_forces_ev_per_a": [[0.1, -0.1, 0.0], [0.0, 0.0, 0.0], [0.1, 0.2, 0.1], [-0.1, 0.0, -0.1], [-0.3, -0.2, 0.1], [-0.1, 0.1, 0.0], [0.9, 0.0, -0.7], [-0.1, -0.1, -0.1], [-0.8, 0.0, 0.7], [0.3, 0.3, 0.1], [-0.1, -0.1, 0.0], [-0.1, -0.1, 0.0], [0.1, 0.0, 0.1]]}

=====

Entry 10:
{"formula": "C4H6N2O", "method": "ωB97M-V/def2-TZVPD", "total_energy_ev": -9268.60632, "de_lowest_kcal_mol": 112.89, "orbital_gap_ha": 0.354, "smiles": "[H]/N=C/C=C=NOC", "elements": ["C", "H", "H", "H", "N", "C", "H", "H", "C", "O", "N", "H", "C"], "coordinates": [[2.1308, -0.3071, -0.4519], [-3.1138, -0.3853, -0.4724], [2.6848, -1.0482, -1.0406], [-1.5152, 0.2841, -0.8826], [2.4330, 0.9272, -0.3739], [-2.3728, 0.3724, -0.2035], [3.2490, 1.1317, -0.9480], [0.9728, -1.9141, 0.5619], [0.1382, -0.1029, 0.9621], [-2.0650, 0.1041, 1.1577], [-0.7676, 0.4125, 1.6140], [-2.8081, 1.3733, -0.2759], [1.0337, -0.8478, 0.3531]], "atomic_forces_ev_per_a": [[0.0, 0.2, 0.0], [0.1, 0.2, -0.1], [0.0, 0.2, 0.0], [-0.1, 0.0, 0.3], [0.1, -0.4, -0.2], [-0.1, 0.1, -0.2], [-0.1, 0.0, -0.1], [0.2, 0.1, 0.1], [-0.4, -0.1, 0.1], [-0.4, 0.2, 0.1], [0.6, -0.6, -0.2], [0.1, -0.1, -0.1], [0.0, 0.1, 0.2]]}

=====

Entry 11:
{"formula": "C4H6N2O", "method": "ωB97M-V/def2-TZVPD", "total_energy_ev": -9270.04754, "de_lowest_kcal_mol": 79.66, "orbital_gap_ha": 0.384, "smiles": "[H]/N=C1/CCC=NO1", "elements": ["H", "H", "N", "O", "N", "H", "H", "H", "H", "C", "C", "C", "C"], "coordinates": [[1.4392, -0.3333, 1.3081], [2.2438, -0.0234, -0.2299], [-0.4343, 1.8319, -0.1491], [-1.3999, 0.9750, -0.0634], [-2.0322, -1.3295, 0.2031], [0.3769, -0.7216, -1.5487], [1.6258, 2.2076, 0.0470], [0.1550, -1.8588, -0.0060], [-2.9725, -1.0212, 0.5686], [1.2203, 0.0861, 0.2756], [-1.1763, -0.4786, -0.0380], [0.1764, -0.8362, -0.4140], [0.7780, 1.5020, 0.0468]], "atomic_forces_ev_per_a": [[-0.6, 1.2, -0.8], [-1.4, 0.0, 0.5], [3.0, 2.9, -0.3], [-3.1, -3.8, 0.6], [-2.5, -0.3, 1.3], [-0.7, -0.6, 1.7], [-1.2, 0.3, -0.3], [1.0, 0.1, -0.9], [1.4, 0.0, -0.8], [1.2, -1.6, -0.3], [0.2, 3.1, -0.7], [1.9, -0.4, -1.0], [0.8, -1.0, 1.0]]}

=====

Entry 12:
{"formula": "C4H6N2O", "method": "ωB97M-V/def2-TZVPD", "total_energy_ev": -9268.02601, "de_lowest_kcal_mol": 126.28, "orbital_gap_ha": [0.324, 0.324], "elements": ["H", "C", "H", "C", "H", "H", "H", "H", "O", "C", "C", "N", "N"], "coordinates": [[1.7873, -0.4659, 1.2937], [1.2121, -0.3127, 0.3870], [-0.2159, 0.2854, 0.9219], [1.3542, 0.8156, -0.3682], [-2.0221, 0.2900, 0.8071], [0.7986, -1.8249, -1.1537], [0.2633, -2.2354, 0.4875], [-1.3226, 2.2580, -0.0826], [-0.9024, -0.8576, -0.5782], [0.3723, -1.4149, -0.2349], [-1.1419, 0.3222, 0.1527], [-1.0380, 1.4376, -0.6278], [0.8551, 1.7026, -1.0042]], "atomic_forces_ev_per_a": [[-0.1, 0.0, -0.1], [0.0, 0.1, -0.1], [-0.1, 0.0, 0.0], [-0.4, 0.4, -0.3], [0.1, 0.0, -0.1], [0.0, 0.1, 0.1], [0.0, 0.1, -0.1], [0.1, -0.1, -0.1], [0.0, 0.0, 0.0], [0.2, -0.2, 0.0], [0.0, 0.2, 0.0], [0.0, -0.2, 0.2], [0.2, -0.6, 0.5]]}